This record from the Open Molecules 2025 dataset describes a cluster of 6 separate species, C38H79B3O9 in total. The level of theory is ωB97M-V with the def2-TZVPD basis set.

Last columns: bonded neighbours and bond lengths (Å).
Atoms and positions in Å:
1 C -6.18808 1.72026 -1.26556  C2 1.532, H31 1.091, H32 1.092, H33 1.089
2 C -6.36502 0.30301 -1.82002  C1 1.532, C3 1.533, H34 1.091, H35 1.093
3 C -7.79901 -0.23675 -1.76732  C2 1.533, C4 1.538, H36 1.095, H37 1.091
4 C -8.57566 -0.06214 -0.45194  C3 1.538, C5 1.536, H38 1.093, H39 1.094
5 C -7.83462 -0.31061 0.87014  C4 1.536, C6 1.533, H40 1.095, H41 1.091
6 C -7.00304 -1.59344 0.98842  C5 1.533, C7 1.529, H42 1.096, H43 1.092
7 C -7.67864 -2.85229 0.44468  C6 1.529, C8 1.526, H44 1.093, H45 1.095
8 C -7.02971 -4.13635 0.95361  C7 1.526, C9 1.534, H46 1.095, H47 1.094
9 C -5.54253 -4.26914 0.60363  C8 1.534, C10 1.533, H48 1.095, H49 1.095
10 C -5.11269 -5.72542 0.39606  C9 1.533, C11 1.527, H50 1.094, H51 1.095
11 C -3.65453 -6.01690 0.74173  C10 1.527, C12 1.529, H52 1.096, H53 1.094
12 C -2.62797 -5.11116 0.05998  C11 1.529, C13 1.532, H54 1.094, H55 1.096
13 C -1.28038 -5.07455 0.78766  C12 1.532, C14 1.532, H56 1.094, H57 1.093
14 C -0.08908 -4.84014 -0.14697  C13 1.532, B15 1.560, H58 1.093, H59 1.098
15 B -0.14563 -3.49577 -0.93629  C14 1.560, O16 1.384, O30 1.388
16 O -0.30055 -2.28538 -0.28363  B15 1.384, B17 1.386
17 B 0.08117 -1.13601 -0.95829  O16 1.386, C18 1.560, O23 1.390
18 C 0.90722 0.01000 -0.29650  B17 1.560, C19 1.543, H60 1.093, H61 1.097
19 C 2.09697 0.43913 -1.18094  C18 1.543, C20 1.546, H62 1.088, H63 1.093
20 C 3.33212 -0.48039 -1.04203  C19 1.546, C21 1.532, C22 1.537, H64 1.096
21 C 3.36423 -1.49635 -2.18790  C20 1.532, H65 1.092, H66 1.094, H67 1.094
22 C 4.64362 0.31454 -0.94016  C20 1.537, H68 1.091, H69 1.091, H70 1.091
23 O -0.21391 -1.10056 -2.31644  B17 1.390, B24 1.378
24 B -0.13010 -2.28075 -3.02288  O23 1.378, O25 1.354, O30 1.390
25 O -0.13203 -2.27462 -4.37684  B24 1.354, C26 1.432
26 C -0.83079 -3.29754 -5.09490  O25 1.432, C27 1.526, H71 1.092, H72 1.096
27 C -1.08327 -2.83611 -6.52758  C26 1.526, C28 1.526, H73 1.093, H74 1.092
28 C -2.52307 -2.41403 -6.80849  C27 1.526, C29 1.527, H75 1.092, H76 1.094
29 C -2.96289 -1.22967 -5.95123  C28 1.527, H77 1.091, H78 1.092, H79 1.091
30 O 0.02568 -3.46520 -2.31315  B15 1.388, B24 1.390
31 H -5.39267 2.24924 -1.79195  C1 1.091
32 H -7.10136 2.30696 -1.38761  C1 1.092
33 H -5.91747 1.72516 -0.21062  C1 1.089
34 H -5.67359 -0.38384 -1.32914  C2 1.091
35 H -6.06690 0.30993 -2.87124  C2 1.093
36 H -8.36224 0.27916 -2.55190  C3 1.095
37 H -7.79611 -1.28842 -2.05816  C3 1.091
38 H -9.45317 -0.71348 -0.48654  C4 1.093
39 H -8.96709 0.95847 -0.42126  C4 1.094
40 H -8.58824 -0.33335 1.66385  C5 1.095
41 H -7.19890 0.54827 1.09111  C5 1.091
42 H -6.81203 -1.76545 2.05402  C6 1.096
43 H -6.01957 -1.45665 0.53325  C6 1.092
44 H -7.65478 -2.86422 -0.64808  C7 1.093
45 H -8.73046 -2.83680 0.74964  C7 1.095
46 H -7.15380 -4.17076 2.04124  C8 1.095
47 H -7.56282 -4.99886 0.54293  C8 1.094
48 H -4.92694 -3.82127 1.39034  C9 1.095
49 H -5.33583 -3.68932 -0.30181  C9 1.095
50 H -5.74734 -6.36413 1.01770  C10 1.094
51 H -5.31190 -6.02465 -0.63799  C10 1.095
52 H -3.52498 -5.95906 1.82808  C11 1.096
53 H -3.42381 -7.04926 0.46187  C11 1.094
54 H -3.02365 -4.09357 -0.01316  C12 1.094
55 H -2.46803 -5.45665 -0.96810  C12 1.096
56 H -1.13616 -6.01744 1.32422  C13 1.094
57 H -1.30915 -4.29191 1.55058  C13 1.093
58 H 0.00918 -5.67262 -0.84915  C14 1.093
59 H 0.83024 -4.81364 0.45272  C14 1.098
60 H 1.26644 -0.28805 0.69172  C18 1.093
61 H 0.26544 0.88315 -0.12797  C18 1.097
62 H 2.35593 1.46592 -0.92946  C19 1.088
63 H 1.77328 0.42974 -2.22524  C19 1.093
64 H 3.19601 -1.05805 -0.12020  C20 1.096
65 H 3.33015 -0.98974 -3.15470  C21 1.092
66 H 4.29246 -2.07358 -2.15514  C21 1.094
67 H 2.53536 -2.20571 -2.11097  C21 1.094
68 H 5.00186 0.37767 0.08870  C22 1.091
69 H 4.50605 1.34036 -1.28516  C22 1.091
70 H 5.44384 -0.13793 -1.52839  C22 1.091
71 H -0.23954 -4.21589 -5.07202  C26 1.092
72 H -1.78168 -3.50426 -4.59152  C26 1.096
73 H -0.42841 -1.97801 -6.69781  C27 1.093
74 H -0.78374 -3.62303 -7.22253  C27 1.092
75 H -2.61004 -2.14386 -7.86302  C28 1.092
76 H -3.18759 -3.26544 -6.63256  C28 1.094
77 H -3.89397 -0.80068 -6.32331  C29 1.091
78 H -3.13044 -1.52009 -4.91241  C29 1.092
79 H -2.20685 -0.44254 -5.94621  C29 1.091
80 C 0.95601 4.87836 -0.46684  C81 1.511, H84 1.087, H85 1.091, H86 1.092
81 C 2.04868 4.41761 0.46932  C80 1.511, C82 1.505, O83 1.211
82 C 2.86269 5.49763 1.12946  C81 1.505, H87 1.090, H88 1.091, H89 1.088
83 O 2.24863 3.24075 0.67036  C81 1.211
84 H 0.43666 4.01927 -0.88480  C80 1.087
85 H 0.24974 5.51467 0.06949  C80 1.091
86 H 1.38357 5.47885 -1.27187  C80 1.092
87 H 2.22284 6.15864 1.71398  C82 1.090
88 H 3.34515 6.12053 0.37458  C82 1.091
89 H 3.61639 5.04972 1.77317  C82 1.088
90 C 4.39620 10.40747 2.61103  C91 1.511, H94 1.087, H95 1.092, H96 1.092
91 C 3.68898 9.11329 2.93887  C90 1.511, C92 1.506, O93 1.210
92 C 3.92951 8.55441 4.31678  C91 1.506, H97 1.092, H98 1.091, H99 1.088
93 O 2.97716 8.56016 2.13243  C91 1.210
94 H 4.15638 10.71639 1.59691  C90 1.087
95 H 4.09418 11.18585 3.31449  C90 1.092
96 H 5.47520 10.27628 2.71293  C90 1.092
97 H 3.60777 9.27788 5.06916  C92 1.092
98 H 4.99317 8.36929 4.47442  C92 1.091
99 H 3.37612 7.62704 4.44478  C92 1.088
100 C 4.76582 -5.43311 -1.43187  C101 1.510, H104 1.087, H105 1.092, H106 1.091
101 C 4.78568 -5.32709 -2.93754  C100 1.510, C102 1.510, O103 1.209
102 C 3.46029 -5.49389 -3.64252  C101 1.510, H107 1.093, H108 1.092, H109 1.087
103 O 5.80821 -5.11168 -3.54493  C101 1.209
104 H 5.77120 -5.28707 -1.04437  C100 1.087
105 H 4.10032 -4.67835 -1.00704  C100 1.092
106 H 4.39355 -6.41102 -1.12149  C100 1.091
107 H 2.75085 -4.74033 -3.29222  C102 1.093
108 H 3.03503 -6.47313 -3.41418  C102 1.092
109 H 3.59996 -5.39482 -4.71618  C102 1.087
110 C 2.56262 -1.91127 3.49385  C111 1.510, H114 1.088, H115 1.091, H116 1.092
111 C 3.61092 -2.78218 2.84330  C110 1.510, C112 1.508, O113 1.209
112 C 5.05131 -2.36334 3.00172  C111 1.508, H117 1.092, H118 1.092, H119 1.087
113 O 3.29998 -3.77583 2.22959  C111 1.209
114 H 1.58220 -2.33046 3.27866  C110 1.088
115 H 2.70728 -1.87330 4.57499  C110 1.091
116 H 2.61269 -0.89019 3.11045  C110 1.092
117 H 5.31559 -2.32346 4.06000  C112 1.092
118 H 5.19620 -1.36276 2.58943  C112 1.092
119 H 5.69917 -3.06890 2.48764  C112 1.087
120 C 6.26657 10.05904 7.27680  C121 1.510, H124 1.087, H125 1.091, H126 1.092
121 C 7.29156 9.21944 6.55273  C120 1.510, C122 1.509, O123 1.209
122 C 8.73331 9.63664 6.71077  C121 1.509, H127 1.091, H128 1.092, H129 1.087
123 O 6.97646 8.26200 5.88528  C121 1.209
124 H 5.26917 9.66406 7.10157  C120 1.087
125 H 6.47639 10.05992 8.34784  C120 1.091
126 H 6.32172 11.09449 6.93538  C120 1.092
127 H 9.01299 9.62239 7.76569  C122 1.091
128 H 8.86841 10.65933 6.35369  C122 1.092
129 H 9.37674 8.96329 6.15082  C122 1.087

The energy relative to the best compared isomer or geometry (same formula, charge and spin) comes out at 0.00 kcal/mol. As for the total charge: 0. The SMILES is CCCCCCCCCCCCCCB1OB(CCC(C)C)OB(OCCCC)O1.CC(C)=O.CC(C)=O.CC(C)=O.CC(C)=O.CC(C)=O.

Results of the Mulliken charge analysis, in e, for atoms 1 through 6: -1.262, -0.014, -0.678, -0.693, -0.891, -0.231